<w>
This record from OMol25 describes a gas-phase ion, C5H10NO (charge +1). The level of theory is the ωB97M-V functional and the def2-TZVPD basis.

## Properties
- gap between HOMO and LUMO (eV) = 10.49
- structure (SMILES) = C=C(C=O)[C@H](C)[NH3+]
- HOMO (hartree) = -0.5209
- molar mass (g/mol) = 100.1

Structure (ORCA input):
```
! wB97M-V def2-TZVPD RIJCOSX def2/J DEFGRID3
* xyz 1 1
C 0.64789 2.16449 -0.33913
C 0.58358 0.87497 -0.22413
C 2.15230 0.24444 0.44747
O 2.25990 -0.91312 0.62526
C -0.45643 -0.14115 -0.38376
C -1.07934 -0.45720 0.95316
N 0.26794 -1.40269 -1.01418
H -0.13852 2.87265 -0.39793
H 1.65422 2.62482 -0.14406
H 2.68730 1.14155 0.90884
H -1.27779 0.07704 -1.19506
H -2.12622 -0.02519 1.08030
H -1.32469 -1.52649 1.00941
H -0.55380 0.05804 1.79137
H 0.24440 -1.14422 -2.01018
H -0.14884 -2.26431 -0.70063
H 1.24313 -1.41473 -0.72490
*
```

Calculated atomic charges, method natural (NBO), unit e:
1 C -0.313
2 C -0.163
3 C 0.469
4 O -0.521
5 C -0.088
6 C -0.658
7 N -0.694
8 H 0.231
9 H 0.215
10 H 0.176
11 H 0.246
12 H 0.268
13 H 0.233
14 H 0.255
15 H 0.445
16 H 0.445
17 H 0.455

<x>
This record from OMol25 describes a gas-phase ion, C5H10NO (charge +1). The level of theory is the ωB97M-V functional and the def2-TZVPD basis.

## Properties
- gap between HOMO and LUMO (eV) = 9.46
- structure (SMILES) = C=[NH+]CCCC=O
- HOMO (hartree) = -0.5284
- molar mass (g/mol) = 100.1

Structure (ORCA input):
```
! wB97M-V def2-TZVPD RIJCOSX def2/J DEFGRID3
* xyz 1 1
C 2.45749 -0.33891 0.65575
N 1.29608 0.18625 0.40326
C 0.72970 0.48313 -0.95131
C -0.30586 -0.57604 -1.35219
C -1.37405 -0.91546 -0.26888
C -1.87005 0.29139 0.53478
O -1.06176 1.01442 1.11784
H 2.73915 -0.45118 1.72401
H 3.09762 -0.60248 -0.16887
H 0.66016 0.40048 1.14529
H 0.31841 1.51180 -0.88076
H 1.59962 0.47982 -1.68193
H -0.82846 -0.20957 -2.25105
H 0.22772 -1.49672 -1.72179
H -2.25075 -1.41024 -0.75149
H -0.98698 -1.70521 0.43107
H -2.97830 0.39959 0.68105
*
```

Calculated atomic charges, method natural (NBO), unit e:
1 C 0.117
2 N -0.389
3 C -0.243
4 C -0.419
5 C -0.542
6 C 0.464
7 O -0.573
8 H 0.242
9 H 0.225
10 H 0.461
11 H 0.257
12 H 0.236
13 H 0.250
14 H 0.239
15 H 0.255
16 H 0.252
17 H 0.169

<y>
This record from OMol25 describes 2 unconnected molecules or ions with the total composition C5H10NO. The level of theory is the ωB97M-V functional and the def2-TZVPD basis.

## Properties
- gap between HOMO and LUMO (eV) = 6.86
- HOMO (hartree) = -0.5016
- molar mass (g/mol) = 100.1

Structure (ORCA input):
```
! wB97M-V def2-TZVPD RIJCOSX def2/J DEFGRID3
* xyz 1 1
O -1.87783 1.85177 0.86252
C -1.87017 0.87660 0.07147
C -1.67727 -0.56123 0.37615
C -0.20111 -0.66935 0.93588
C 0.77322 0.07706 0.13150
C 0.76432 0.15341 -1.32261
N 1.90667 0.32420 0.82128
H -2.00823 1.22499 -1.03173
H -2.24566 -1.05352 1.14598
H -1.81349 -1.00654 -0.57803
H -0.01043 -1.72700 0.84228
H -0.05778 -0.54216 1.99433
H 1.12572 1.04117 -1.92462
H 0.41983 -0.56133 -1.99007
H 2.20498 -0.47453 -2.59231
H 2.71533 0.81639 0.37256
H 1.85191 0.23005 1.88543
*
```

Calculated atomic charges, method natural (NBO), unit e:
1 O -0.487
2 C 0.379
3 C -0.499
4 C -0.480
5 C 0.415
6 C -0.563
7 N -0.622
8 H 0.153
9 H 0.277
10 H 0.235
11 H 0.291
12 H 0.258
13 H 0.297
14 H 0.257
15 H 0.198
16 H 0.449
17 H 0.445

Pick <x>: it beats the second-best structure by 34.4 kcal/mol.

<w>
This record from OMol25 describes a gas-phase ion, C5H10NO (charge +1). The level of theory is the ωB97M-V functional and the def2-TZVPD basis.

## Properties
- gap between HOMO and LUMO (alpha / beta) (eV) = 8.12 / 8.12
- HOMO (alpha / beta) (hartree) = -0.5193 / -0.5192
- molar mass (g/mol) = 100.1

Structure (ORCA input):
```
! wB97M-V def2-TZVPD RIJCOSX def2/J DEFGRID3
* xyz 1 1
C -1.83604 1.11962 1.55439
C -1.12012 1.23547 0.25806
C -0.68748 -1.09909 -1.12198
C 1.32688 1.02368 1.11616
C 0.11249 -0.87949 0.17426
N 0.24417 0.60033 0.31414
O -1.90972 0.75690 2.60974
H -1.67644 0.65678 -0.36723
H -0.98086 2.29643 0.09254
H -1.61455 -1.47144 -0.97956
H -0.80008 -0.30225 -1.76925
H -0.16546 -1.86376 -1.84620
H 2.14035 0.86723 0.38298
H 1.11614 1.90778 1.60973
H 1.42289 0.36562 1.95131
H 1.21005 -1.10574 -0.06373
H -0.34530 -1.44256 0.90962
*
```

Calculated atomic charges, method natural (NBO), unit e:
1 C 0.863
2 C -0.369
3 C -0.655
4 C -0.430
5 C -0.248
6 N -0.297
7 O -0.251
8 H 0.283
9 H 0.292
10 H 0.212
11 H 0.219
12 H 0.259
13 H 0.253
14 H 0.220
15 H 0.204
16 H 0.238
17 H 0.207

<x>
This record from OMol25 describes 2 unconnected molecules or ions with the total composition C5H10NO. The level of theory is the ωB97M-V functional and the def2-TZVPD basis.

## Properties
- gap between HOMO and LUMO (eV) = 9.84
- HOMO (hartree) = -0.5486
- molar mass (g/mol) = 100.1

Structure (ORCA input):
```
! wB97M-V def2-TZVPD RIJCOSX def2/J DEFGRID3
* xyz 1 1
C -2.60105 -1.53226 0.30789
C -1.69656 -0.65006 -0.12446
C 3.01358 0.33008 -0.42941
C 1.78214 -0.45798 -0.03822
C -1.66807 0.74138 0.24711
N -0.74135 1.55543 -0.08618
O 1.81732 0.92211 0.09754
H -2.69682 -2.60662 0.27011
H -3.44091 -1.13722 1.05581
H -0.74790 -0.97043 -0.61820
H 3.97271 0.35574 0.12156
H 3.03176 0.32385 -1.50019
H 1.91918 -1.01025 0.83622
H -2.43006 1.27114 0.80420
H -0.89585 2.48207 0.30895
H 1.15402 -0.79281 -0.87938
H 0.22785 1.17584 -0.37336
*
```

Calculated atomic charges, method natural (NBO), unit e:
1 C -0.168
2 C -0.352
3 C -0.092
4 C -0.131
5 C 0.263
6 N -0.612
7 O -0.530
8 H 0.247
9 H 0.217
10 H 0.228
11 H 0.231
12 H 0.196
13 H 0.209
14 H 0.224
15 H 0.435
16 H 0.173
17 H 0.463

Pick <x>: it beats the second-best structure by 16.6 kcal/mol.

<w>
This record from OMol25 describes a gas-phase ion, C5H10NO (charge +1). The level of theory is the ωB97M-V functional and the def2-TZVPD basis.

## Properties
- gap between HOMO and LUMO (alpha / beta) (eV) = 6.60 / 6.74
- HOMO (alpha / beta) (hartree) = -0.4110 / -0.4165
- molar mass (g/mol) = 100.1

Structure (ORCA input):
```
! wB97M-V def2-TZVPD RIJCOSX def2/J DEFGRID3
* xyz 1 1
C -0.32380 -0.84719 -0.13803
C -0.69694 -0.87602 -3.12903
C 0.08136 0.37241 0.64020
C 0.38050 -1.61543 -1.23824
C 0.58376 1.88405 2.39761
N 0.14602 0.58402 1.91076
O 0.10274 -1.68047 -2.52157
H -0.74292 -1.49427 0.59712
H -1.21396 -0.39682 -0.67985
H -0.84802 -1.06590 -4.14021
H -1.16145 -0.01219 -2.77605
H 0.29656 1.26806 0.04288
H 1.13454 -2.34796 -1.00959
H -0.07385 2.31465 3.19714
H 1.61945 1.69681 2.80453
H 0.67541 2.49990 1.50846
H 0.04060 -0.28364 2.53386
*
```

Calculated atomic charges, method natural (NBO), unit e:
1 C -0.562
2 C -0.066
3 C 0.326
4 C 0.034
5 C -0.421
6 N -0.429
7 O -0.303
8 H 0.236
9 H 0.272
10 H 0.182
11 H 0.150
12 H 0.207
13 H 0.194
14 H 0.258
15 H 0.244
16 H 0.228
17 H 0.449

<x>
This record from OMol25 describes 2 unconnected molecules or ions with the total composition C5H10NO. The level of theory is the ωB97M-V functional and the def2-TZVPD basis.

## Properties
- gap between HOMO and LUMO (eV) = 8.23
- HOMO (hartree) = -0.4976
- molar mass (g/mol) = 100.1

Structure (ORCA input):
```
! wB97M-V def2-TZVPD RIJCOSX def2/J DEFGRID3
* xyz 1 1
C -2.81617 -1.34241 0.24160
C 2.96444 -0.71921 -0.00124
C 2.07079 0.46918 0.38474
C 0.77373 0.14294 0.28824
C -1.50506 0.78097 0.72083
N -2.07568 -0.38224 0.63454
O -0.23428 1.07610 0.68507
H -3.32759 -1.32952 -0.81105
H 3.59746 -0.84387 0.92928
H 2.43965 -1.58139 -0.32881
H 3.49713 -0.34161 -0.81129
H 2.39448 1.40388 0.66975
H -1.61212 2.24376 -2.06689
H -3.28922 -2.03426 0.84869
H 0.63163 -0.80298 -0.13377
H -2.04715 1.76424 0.84540
H -1.46203 1.49643 -2.09506
*
```

Calculated atomic charges, method natural (NBO), unit e:
1 C 0.145
2 C -0.623
3 C -0.102
4 C -0.003
5 C 0.528
6 N -0.384
7 O -0.391
8 H 0.227
9 H 0.244
10 H 0.216
11 H 0.232
12 H 0.227
13 H 0.033
14 H 0.222
15 H 0.202
16 H 0.256
17 H -0.031

<y>
This record from OMol25 describes a gas-phase ion, C5H10NO (charge +1). The level of theory is the ωB97M-V functional and the def2-TZVPD basis.

## Properties
- gap between HOMO and LUMO (eV) = 8.64
- structure (SMILES) = C=[N+](C)/C=C\OC
- HOMO (hartree) = -0.4999
- molar mass (g/mol) = 100.1

Structure (ORCA input):
```
! wB97M-V def2-TZVPD RIJCOSX def2/J DEFGRID3
* xyz 1 1
C -0.38876 -0.58898 1.39865
N -0.62534 0.55973 0.87087
C -0.71931 1.71347 1.67657
C -0.77278 0.75535 -0.56093
C -0.35456 0.05765 -1.63216
O 0.50809 -0.82935 -2.08431
C 1.58918 -1.64198 -1.40656
H -0.35825 -1.57931 0.71149
H -0.20900 -0.56096 2.46117
H -1.46115 2.41206 1.44428
H -0.75898 1.44039 2.74541
H 0.21274 2.29603 1.61257
H -1.41843 1.57512 -0.79905
H -0.96241 0.27626 -2.55377
H 1.40583 -2.75886 -1.47181
H 2.44519 -1.72119 -2.00349
H 1.86793 -1.40544 -0.40892
*
```

Calculated atomic charges, method natural (NBO), unit e:
1 C 0.057
2 N -0.226
3 C -0.436
4 C -0.247
5 C 0.260
6 O -0.456
7 C -0.287
8 H 0.252
9 H 0.226
10 H 0.254
11 H 0.235
12 H 0.249
13 H 0.244
14 H 0.231
15 H 0.222
16 H 0.232
17 H 0.190

Pick <y>: it beats the second-best structure by 25.2 kcal/mol.

<w>
This record from OMol25 describes C4H3N3O in the gas phase. The level of theory is the ωB97M-V functional and the def2-TZVPD basis.

## Properties
- gap between HOMO and LUMO (eV) = 8.82
- structure (SMILES) = C1=NC2=NOCC2=N1
- HOMO (hartree) = -0.3760
- molar mass (g/mol) = 109.1

Structure (ORCA input):
```
! wB97M-V def2-TZVPD RIJCOSX def2/J DEFGRID3
* xyz 0 1
C -2.09656 -0.22182 0.01156
N -1.41423 -1.33672 -0.09021
C -0.08722 -0.96812 -0.01016
N 1.08378 -1.56723 0.04096
O 1.99757 -0.53630 -0.01696
C 1.41846 0.81779 -0.03589
C -0.04323 0.47281 -0.03652
N -1.25509 0.96180 0.00935
H -3.19662 -0.23176 0.12929
H 1.79896 1.34568 -0.89044
H 1.79420 1.26388 0.88903
*
```

Calculated atomic charges, method natural (NBO), unit e:
1 C 0.247
2 N -0.455
3 C 0.186
4 N 0.061
5 O -0.330
6 C -0.155
7 C 0.192
8 N -0.447
9 H 0.215
10 H 0.242
11 H 0.243

<x>
This record from OMol25 describes C4H3N3O in the gas phase. The level of theory is the ωB97M-V functional and the def2-TZVPD basis.

## Properties
- gap between HOMO and LUMO (eV) = 8.57
- structure (SMILES) = O=c1cnccnn1
- HOMO (hartree) = -0.3715
- molar mass (g/mol) = 109.1

Structure (ORCA input):
```
! wB97M-V def2-TZVPD RIJCOSX def2/J DEFGRID3
* xyz 0 1
O -1.90912 -0.44043 -1.87582
C -1.30391 -0.16142 -0.80610
C -0.55728 -1.28319 -0.06852
N 0.62759 -1.30720 0.35491
C 1.28972 -0.13913 0.35429
C 0.85195 1.17283 0.30403
N -0.37760 1.62559 0.52994
N -1.36888 1.01606 -0.09113
H -1.23582 -2.10524 0.30561
H 2.31403 -0.33825 0.49143
H 1.66931 1.96036 0.50137
*
```

Calculated atomic charges, method natural (NBO), unit e:
1 O -0.506
2 C 0.527
3 C 0.112
4 N -0.394
5 C 0.024
6 C -0.108
7 N -0.091
8 N -0.204
9 H 0.207
10 H 0.209
11 H 0.223

Pick <w>: it beats the second-best structure by 12.7 kcal/mol.